16
Properties=species:S:1:pos:R:3:lowdin_charge:R:1 method="wB97M-V/def2-TZVPD" homo_lumo_gap_ev="6.5965 / 6.5932" lumo_ha="-0.0390 / -0.0390"
C 0.6169 -0.8491 1.2393 0.099
C 0.4867 1.8082 0.1991 -0.017
N -0.3932 -0.0370 1.4430 0.096
C 0.4791 -0.8041 -1.3101 -0.488
C -0.6486 1.2725 0.8182 -0.602
N -0.8256 -1.0320 -1.6013 0.142
O 1.4024 -1.5430 -1.5753 0.000
O -1.8404 1.4971 0.6096 -0.027
H -1.2734 -0.4418 1.7513 0.160
H -1.5253 -0.3453 -1.3589 0.094
H -1.0639 -1.8605 -2.1270 0.107
H 1.5996 -0.4671 1.0162 0.105
H 0.5168 -1.8925 1.4990 0.113
H 0.3562 2.7336 -0.3395 0.064
H 0.6388 0.3129 -0.8670 0.105
H 1.4738 1.6483 0.6033 0.049